Formula: C66H167N11O23
Source: OMol25
Level of theory: the ωB97M-V functional and the def2-TZVPD basis

The geometry in XYZ format:
```
267
Properties=species:S:1:pos:R:3:forces:R:3
C 6.3165 -22.7118 -28.4648 -0.03 -0.04 -0.67
O 5.5402 -22.1582 -27.4408 0.16 -0.21 0.33
C 5.6114 -20.7607 -27.4105 -0.05 0.60 -0.26
C 5.1649 -20.2625 -26.0620 -0.29 -0.14 0.36
N 5.4061 -18.8257 -25.9319 0.26 -0.11 0.86
C 5.0076 -18.3717 -24.5801 -0.24 -0.59 -0.71
C 5.2292 -16.8976 -24.4481 -0.04 0.81 -0.30
O 4.8214 -16.5080 -23.1630 0.10 -0.28 0.35
C 4.4526 -15.1686 -22.9966 0.03 0.46 0.09
H 5.9259 -22.4171 -29.4503 0.06 -0.04 0.04
H 6.2762 -23.7964 -28.3981 -0.07 -0.01 0.13
H 7.3659 -22.3954 -28.4190 -0.04 0.03 0.15
H 4.9489 -20.3068 -28.1622 0.12 -0.13 -0.13
H 6.6269 -20.4007 -27.6341 0.06 -0.15 0.08
H 5.6315 -20.8458 -25.2518 0.16 0.02 -0.17
H 4.0932 -20.4713 -25.9793 -0.01 0.24 0.08
H 6.4180 -18.7018 -25.9281 -0.05 0.00 -0.43
H 5.5416 -18.9288 -23.7979 -0.02 0.11 0.07
H 3.9407 -18.5828 -24.4700 0.00 0.10 0.10
H 4.6614 -16.3680 -25.2269 -0.16 -0.11 0.07
H 6.2773 -16.5998 -24.6120 0.05 -0.23 0.04
H 5.0076 -14.4703 -23.6391 -0.01 -0.23 -0.17
H 4.6721 -14.8662 -21.9778 0.02 -0.17 0.06
H 3.3774 -15.0202 -23.1534 0.08 0.01 -0.11
C -3.2906 -15.0302 -25.6938 -0.31 0.79 0.06
O -3.9928 -16.0512 -25.0225 -0.02 -0.09 0.09
C -3.2101 -17.2014 -24.8272 1.39 0.12 0.02
C -3.8307 -18.1457 -23.8352 -0.52 0.16 -0.06
N -3.6546 -17.6153 -22.4831 0.49 -0.19 -0.39
C -4.2557 -18.4248 -21.4343 -0.59 0.42 -0.28
C -3.5052 -19.7065 -21.1553 -0.32 -0.83 -0.04
O -4.1185 -20.4573 -20.1055 0.50 0.21 -0.14
C -5.3086 -21.0932 -20.4571 -0.79 -0.29 0.21
H -2.2063 -15.0971 -25.5669 -0.02 -0.15 0.02
H -3.6156 -14.0844 -25.2522 0.07 -0.01 -0.12
H -3.5278 -14.9676 -26.7608 0.04 -0.36 -0.02
H -2.2450 -16.9185 -24.3759 -0.12 0.18 0.07
H -2.8931 -17.6305 -25.7886 -0.60 -0.37 -0.04
H -3.3401 -19.1136 -23.9419 -0.07 -0.06 0.06
H -4.9043 -18.2479 -24.0798 0.11 -0.29 -0.02
H -4.0709 -16.6920 -22.4808 0.03 0.05 0.36
H -5.2864 -18.7001 -21.7274 0.04 -0.03 0.16
H -4.3584 -17.8104 -20.5380 0.19 -0.07 0.06
H -2.4624 -19.5992 -20.8602 -0.06 0.41 0.04
H -3.5386 -20.3263 -22.0662 0.18 0.04 0.06
H -5.2922 -21.5819 -21.4407 0.26 0.17 -0.05
H -6.1748 -20.4196 -20.4244 0.08 0.04 -0.12
H -5.5043 -21.8776 -19.7224 0.13 0.06 0.04
C 0.2050 -13.6609 -22.0393 0.64 -0.05 0.80
O -0.8399 -12.9107 -22.5954 -0.17 0.11 -0.19
C -2.0903 -13.5662 -22.6226 -0.15 -1.10 0.59
C -3.1321 -12.6088 -23.1211 0.12 0.27 0.23
N -3.3623 -11.6057 -22.0681 0.03 -0.11 -0.72
C -4.1636 -10.4685 -22.5224 0.69 -0.19 -0.73
C -5.5853 -10.8387 -22.8743 -1.09 0.85 0.91
O -5.7099 -11.3509 -24.1778 0.60 0.00 0.28
C -7.0006 -11.7481 -24.5489 -0.37 -1.11 0.07
H 0.8863 -14.0381 -22.8090 -0.16 -0.22 -0.01
H -0.1328 -14.4633 -21.3705 -0.24 -0.16 -0.42
H 0.8110 -13.0421 -21.3712 -0.08 0.33 -0.31
H -2.3407 -13.9101 -21.6029 -0.09 0.30 -0.02
H -2.0637 -14.5172 -23.1823 0.16 0.36 -0.37
H -4.0522 -13.1358 -23.3663 -0.01 0.03 0.13
H -2.7632 -12.1479 -24.0536 -0.11 0.00 0.05
H -2.4328 -11.2902 -21.7890 -0.36 0.17 0.16
H -3.7620 -9.9764 -23.4313 0.13 -0.13 0.15
H -4.1072 -9.7156 -21.7307 -0.36 0.03 0.00
H -6.1950 -9.9243 -22.7762 0.04 -0.06 -0.20
H -6.0121 -11.5014 -22.1022 0.19 -0.34 -0.31
H -7.7170 -10.9420 -24.6959 0.25 0.29 -0.20
H -7.4791 -12.4402 -23.8347 0.30 0.19 0.30
H -6.8586 -12.3670 -25.4369 -0.23 0.39 -0.25
C -11.0577 -13.5476 -24.1606 0.23 -0.11 0.33
O -10.7926 -12.2387 -24.5919 0.22 0.28 0.39
C -11.9109 -11.3594 -24.4874 0.44 -0.53 -0.69
C -11.4345 -9.9859 -24.8428 -0.44 0.66 0.45
N -10.6978 -9.3143 -23.7642 -0.14 -0.57 -0.36
C -10.1525 -8.0655 -24.2573 1.13 0.20 0.27
C -8.8356 -8.2559 -25.0337 -0.96 -0.27 -0.29
O -7.7510 -8.5901 -24.1913 -0.10 0.55 -0.15
C -7.2096 -7.4329 -23.5669 0.17 -0.74 0.36
H -11.9473 -13.9575 -24.6498 0.00 -0.07 0.06
H -11.1537 -13.6071 -23.0690 -0.36 0.14 -0.01
H -10.1872 -14.1597 -24.3868 0.00 -0.01 -0.33
H -12.3672 -11.3733 -23.4941 -0.01 -0.14 0.03
H -12.6093 -11.6867 -25.2699 -0.38 0.11 0.34
H -12.3157 -9.3498 -24.9855 -0.04 -0.17 -0.29
H -10.9061 -10.0558 -25.8047 0.10 0.08 0.09
H -9.9516 -9.9213 -23.4338 0.05 0.12 -0.02
H -9.9027 -7.3970 -23.4265 -0.37 0.01 0.07
H -10.8971 -7.5745 -24.8843 0.00 0.06 0.01
H -8.6204 -7.3670 -25.6401 0.17 -0.04 0.06
H -8.9990 -9.1023 -25.7064 0.33 0.03 -0.09
H -7.7735 -7.1676 -22.6675 -0.14 0.24 -0.16
H -7.1603 -6.6034 -24.2729 0.06 0.12 0.09
H -6.2124 -7.7145 -23.2262 0.09 0.18 -0.13
C -3.7607 -6.7668 -19.6312 -0.33 0.54 -0.26
O -5.1177 -6.3867 -19.8173 0.00 -0.08 0.31
C -6.0195 -7.4571 -19.9480 -0.37 -0.57 -0.68
C -6.5042 -8.0774 -18.6576 0.11 -0.23 0.19
N -5.5309 -8.9585 -17.9940 -0.22 0.44 0.37
C -6.1535 -9.6993 -16.8837 -0.65 0.54 0.35
C -5.1627 -9.9069 -15.7732 1.02 -0.88 -0.52
O -4.5701 -8.6655 -15.4555 -0.32 0.20 -0.02
C -3.4984 -8.8151 -14.5669 0.35 0.44 0.36
H -3.2368 -5.8250 -19.4751 0.18 -0.10 -0.05
H -3.3810 -7.2496 -20.5389 0.07 -0.12 0.10
H -3.5929 -7.4012 -18.7597 -0.04 -0.09 -0.06
H -5.6223 -8.2160 -20.6449 0.16 -0.08 0.30
H -6.9232 -7.1042 -20.4557 0.18 0.46 0.07
H -7.3832 -8.6931 -18.8663 -0.02 0.11 -0.13
H -6.8199 -7.2574 -17.9979 -0.05 -0.09 0.06
H -4.8390 -8.3570 -17.5563 0.05 -0.14 -0.03
H -6.5869 -10.6326 -17.2496 0.18 -0.12 0.06
H -6.9856 -9.1421 -16.4189 0.03 0.14 -0.38
H -4.3563 -10.5743 -16.1285 -0.13 0.00 0.07
H -5.6041 -10.3970 -14.8990 -0.16 0.18 0.02
H -3.8449 -9.2271 -13.6130 0.17 -0.24 -0.06
H -3.0755 -7.8313 -14.3567 -0.20 0.06 -0.09
H -2.6820 -9.4069 -14.9988 -0.19 -0.28 0.08
C -8.3863 -11.0596 -20.2234 -0.38 0.10 -1.31
O -9.0333 -11.3668 -19.0133 0.51 -0.21 0.35
C -10.1594 -12.2061 -19.1275 -0.75 0.47 -1.18
C -11.0224 -12.1383 -17.9023 -0.10 -0.36 0.31
N -11.6614 -10.8526 -17.7943 -0.12 -0.15 -0.47
C -12.5210 -10.6609 -16.6654 -0.02 0.41 0.50
C -13.1431 -9.2771 -16.7077 -0.80 -0.69 -0.31
O -14.1245 -9.2788 -17.7361 0.17 0.08 -0.18
C -14.6969 -8.0102 -17.9268 0.44 0.30 0.27
H -7.3439 -11.3759 -20.2923 0.06 0.11 0.69
H -8.4836 -9.9871 -20.4409 0.26 0.00 0.25
H -8.8501 -11.5225 -21.1119 -0.25 -0.19 0.38
H -9.9526 -13.2345 -19.4462 0.55 -0.04 0.44
H -10.7842 -11.8052 -19.9464 0.00 -0.05 0.09
H -10.4789 -12.4276 -16.9867 0.16 0.03 -0.12
H -11.7984 -12.9010 -18.0500 -0.02 0.06 0.12
H -11.0399 -10.0826 -17.9921 0.14 -0.02 0.27
H -12.0267 -10.7775 -15.6813 0.15 0.01 -0.13
H -13.3294 -11.3972 -16.6740 0.01 -0.04 -0.14
H -12.3637 -8.5333 -16.9159 -0.12 0.18 0.16
H -13.6775 -9.0725 -15.7713 0.42 0.20 0.17
H -15.3062 -8.0205 -18.8253 -0.08 -0.14 0.00
H -13.9031 -7.2580 -18.0500 -0.13 0.02 -0.09
H -15.2997 -7.7010 -17.0616 -0.08 -0.07 -0.07
C 1.8136 -9.8475 -26.9707 -0.21 -0.11 -0.64
O 0.5993 -9.2465 -26.5732 0.28 0.00 0.46
C 0.5533 -9.0283 -25.1817 -0.49 0.70 0.34
C 0.0561 -10.2362 -24.4302 -0.50 -1.09 0.19
N 0.1078 -10.0834 -22.9876 0.15 0.47 0.44
C -0.6454 -8.9686 -22.4114 -0.21 -0.86 -0.14
C -0.6359 -9.1330 -20.8998 0.16 1.66 -0.34
O -1.2310 -10.3489 -20.5570 0.38 -0.10 0.02
C -1.5820 -10.4434 -19.2015 -0.23 0.24 0.50
H 2.0495 -10.7659 -26.4280 -0.17 -0.03 0.06
H 2.6697 -9.1788 -26.8686 -0.05 0.09 0.01
H 1.6518 -10.1080 -28.0174 0.30 -0.01 -0.04
H -0.1392 -8.1935 -25.0188 -0.05 -0.11 -0.14
H 1.5020 -8.6786 -24.7483 0.19 -0.25 -0.28
H 0.6446 -11.1297 -24.6785 0.25 0.22 0.02
H -0.9553 -10.5318 -24.7655 -0.03 0.47 -0.15
H -0.2515 -10.9247 -22.5482 0.16 -0.14 -0.23
H -1.7020 -8.9789 -22.7416 0.11 0.18 -0.08
H -0.1969 -8.0175 -22.6971 -0.03 0.08 0.13
H -1.1865 -8.2848 -20.4551 -0.18 -0.21 -0.04
H 0.3961 -8.9802 -20.5476 -0.01 -0.69 0.17
H -0.7334 -10.2589 -18.5309 0.14 -0.20 -0.15
H -1.9997 -11.4330 -19.0334 0.04 -0.03 0.02
H -2.3460 -9.6978 -18.9334 -0.04 -0.08 -0.14
C 5.9415 -9.7204 -27.4383 0.43 -0.23 -0.30
O 5.0061 -9.7288 -26.4063 -0.39 0.10 0.14
C 5.3080 -10.6053 -25.3402 -0.39 -0.41 -0.31
C 4.1531 -10.5069 -24.3522 0.94 -0.22 -0.09
N 4.4862 -11.1787 -23.1019 0.01 0.72 0.18
C 3.4207 -10.9344 -22.1373 -0.27 -0.50 -0.22
C 3.5528 -11.7635 -20.8803 -0.30 0.38 -0.55
O 3.2549 -13.0933 -21.2390 -0.45 -0.37 0.26
C 3.1512 -13.9686 -20.1249 1.14 0.04 -0.21
H 5.5936 -9.0330 -28.2085 -0.01 0.14 0.10
H 6.0455 -10.7046 -27.9173 0.11 0.08 0.36
H 6.9296 -9.4006 -27.0827 -0.01 0.02 -0.04
H 6.2784 -10.3505 -24.9020 -0.08 0.03 0.21
H 5.3422 -11.6460 -25.7050 0.26 0.12 -0.10
H 3.2651 -10.9497 -24.8142 -0.14 0.20 -0.01
H 3.9878 -9.4411 -24.1813 -0.20 -0.06 0.22
H 4.5929 -12.1739 -23.2594 -0.15 -0.03 0.04
H 2.4404 -11.1754 -22.5803 -0.01 0.07 0.16
H 3.3594 -9.8743 -21.8807 0.30 0.04 -0.04
H 2.7825 -11.3787 -20.1959 0.28 -0.15 0.33
H 4.5660 -11.6903 -20.4680 -0.10 0.06 0.23
H 4.1758 -14.2042 -19.7947 -0.18 0.00 0.27
H 2.7136 -14.9136 -20.4444 -0.31 0.15 -0.02
H 2.6175 -13.5172 -19.2842 -0.22 -0.04 -0.13
C -1.8072 -13.5443 -15.1804 0.51 -0.28 0.34
O -3.0682 -14.0350 -15.5211 -0.30 -0.18 -0.47
C -3.5360 -13.6082 -16.7862 0.01 0.89 0.48
C -4.9406 -14.1253 -16.9935 -0.25 -1.25 -0.02
N -5.4929 -13.8374 -18.3152 0.67 0.28 0.25
C -4.8657 -14.6640 -19.3589 -0.74 0.85 -0.31
C -5.4929 -14.2700 -20.6886 -0.75 0.29 -0.15
O -5.3797 -15.3331 -21.6180 0.07 -0.40 0.13
C -6.0971 -15.1052 -22.8066 0.38 0.53 -0.43
H -1.3834 -14.2685 -14.4810 0.02 0.23 0.14
H -1.8626 -12.5588 -14.7034 -0.02 0.04 -0.05
H -1.1004 -13.4896 -16.0193 -0.25 0.02 -0.18
H -2.8317 -13.8919 -17.5774 -0.09 -0.27 0.00
H -3.5880 -12.5026 -16.8109 0.13 -0.09 -0.02
H -5.6035 -13.7915 -16.1906 0.07 0.51 -0.15
H -4.9511 -15.2141 -16.8386 0.21 0.05 -0.17
H -5.2106 -12.8756 -18.5328 -0.55 -0.16 -0.05
H -5.1616 -15.6997 -19.1866 0.52 -0.14 0.08
H -3.7878 -14.4738 -19.4110 0.13 -0.65 0.00
H -5.1064 -13.3380 -21.1215 0.37 -0.13 0.18
H -6.5626 -14.0711 -20.5064 0.07 -0.14 0.08
H -6.2963 -16.0446 -23.3206 -0.08 -0.12 0.25
H -5.4912 -14.5130 -23.5060 -0.18 0.04 0.04
H -7.0184 -14.5509 -22.6126 -0.19 -0.17 0.05
C -2.4329 -19.4708 -14.5981 -0.07 0.28 -0.01
O -2.1334 -18.4197 -15.4939 0.29 0.07 0.21
C -1.5780 -18.8887 -16.7045 -0.48 0.27 0.05
C -1.5959 -17.7460 -17.7014 -0.32 -0.41 -0.18
N -0.9361 -18.1710 -18.9291 -0.05 0.09 0.20
C -1.0033 -17.1602 -19.9693 -0.22 -0.11 0.39
C -0.1818 -17.5261 -21.1695 0.12 0.89 -0.19
O 1.1976 -17.4885 -20.8314 -0.15 -0.80 0.10
C 1.9596 -17.6876 -22.0001 0.90 0.69 0.03
H -3.4765 -19.7785 -14.7186 0.04 -0.14 0.00
H -2.2896 -19.0939 -13.5859 -0.04 -0.06 0.03
H -1.7754 -20.3289 -14.7583 0.00 -0.04 0.06
H -2.2156 -19.6975 -17.0758 0.27 -0.14 -0.24
H -0.5552 -19.2547 -16.5425 -0.01 -0.09 -0.01
H -1.2078 -16.8216 -17.2447 0.24 -0.11 -0.05
H -2.6478 -17.5443 -17.9321 0.05 0.07 -0.06
H 0.0229 -18.4423 -18.7454 0.06 0.18 -0.04
H -0.6860 -16.1704 -19.5958 0.06 0.00 -0.09
H -2.0536 -17.0699 -20.2666 0.09 0.07 -0.14
H -0.3401 -16.7492 -21.9368 -0.22 -0.22 -0.08
H -0.4810 -18.4911 -21.5934 0.11 -0.08 0.10
H 3.0268 -17.7691 -21.7833 -0.14 -0.01 0.48
H 1.8846 -16.7658 -22.5948 -0.22 -0.41 -0.50
H 1.7044 -18.5928 -22.5559 -0.40 0.15 -0.08
C 4.4395 -12.2031 -29.5210 0.45 0.59 -0.25
O 4.1999 -12.8715 -28.3109 -0.56 0.30 0.12
C 3.0319 -13.6836 -28.3293 0.44 -0.34 0.00
C 2.6870 -14.0331 -26.8896 0.70 0.21 -0.15
N 1.8947 -15.2447 -26.8091 -0.28 0.09 0.14
C 1.2413 -15.3346 -25.5201 -0.33 0.12 0.27
C 0.4210 -16.5734 -25.3406 -0.45 -0.82 0.31
O 1.2307 -17.7297 -25.2291 0.41 0.17 -0.22
C 0.4708 -18.8891 -25.0471 -0.61 -0.39 -0.18
H 5.0203 -11.2987 -29.3107 -0.12 -0.31 0.00
H 3.5281 -11.8455 -30.0116 -0.11 -0.30 0.02
H 5.0415 -12.8028 -30.2135 -0.26 -0.15 -0.06
H 3.2564 -14.5982 -28.8969 -0.16 -0.04 0.06
H 2.1893 -13.1869 -28.8226 0.09 0.12 0.00
H 2.1576 -13.1965 -26.4260 -0.27 -0.10 -0.10
H 3.6422 -14.0780 -26.3375 -0.06 -0.21 0.00
H 2.4722 -16.0698 -26.9326 0.08 0.07 -0.11
H 0.5115 -14.5198 -25.4264 0.24 0.18 -0.05
H 1.9573 -15.2341 -24.6898 -0.11 -0.06 0.06
H -0.2996 -16.7038 -26.1637 0.20 0.10 -0.12
H -0.1909 -16.5187 -24.4253 0.16 0.33 0.01
H 1.1268 -19.7574 -25.0240 0.16 0.11 0.05
H -0.2473 -19.0430 -25.8684 0.14 0.10 -0.04
H -0.1288 -18.8749 -24.1241 0.18 0.17 0.05
O -4.9437 -11.2331 -19.3947 0.00 0.40 -0.16
H -5.0819 -10.3256 -19.0293 0.07 -0.10 0.12
H -4.5495 -11.1123 -20.2670 0.25 -0.39 -0.04
```
Forces are in eV/Å.

Values from the calculation:
Orbital gap, eV: 8.89
SMILES string: COCCNCCOC.COCCNCCOC.COCCNCCOC.COCCNCCOC.COCCNCCOC.COCCNCCOC.COCCNCCOC.COCCNCCOC.COCCNCCOC.COCCNCCOC.COCCNCCOC.O
Charge: 0
Highest occupied orbital energy, eV: -8.4